No. 1
ORCA calculation (ωB97M-V with the def2-TZVPD basis set) on C7H14HgOPS as an isolated structure.

Each line ends with the Mulliken charge.
Element x y z (Å)
O  -1.725  -0.077  1.343  -0.604
H  -3.056  -2.736  -0.018  0.431
H  1.870  0.633  1.886  0.562
C  -1.698  -2.613  2.162  -1.202
Hg  1.774  0.504  -1.027  0.428
H  0.013  2.539  1.615  0.385
H  -0.974  -0.173  -2.065  0.056
H  4.001  1.483  0.338  0.563
S  -1.275  -1.427  0.878  0.693
C  0.807  2.367  0.903  -0.168
C  1.819  1.341  1.053  -1.034
H  -2.965  -1.100  -0.768  0.333
C  1.095  3.147  -0.171  -0.475
H  0.554  4.030  -0.469  0.455
H  0.293  -2.042  -2.733  0.210
H  -0.968  -2.489  2.971  0.348
C  2.946  1.731  0.213  -0.693
C  2.351  2.671  -0.749  -0.803
H  -1.635  -3.630  1.761  0.370
C  -2.390  -1.968  -0.431  -1.313
H  2.843  3.137  -1.613  0.557
H  0.534  0.052  -3.802  0.156
H  -2.709  -2.380  2.514  0.312
H  -1.801  -2.390  -1.254  0.353
P  0.295  -0.609  -2.537  -0.919

Calculated values
LUMO level (spin up / spin down) = 2.66 / 2.75 eV
Highest occupied orbital energy (spin up / spin down) = -0.24 / -0.09 eV
Energy above the lowest of the compared OMol25 structures with the same formula, charge and spin = 4.42 kcal/mol
Kohn-Sham gap (spin up / spin down) = 0.10683 / 0.10454 Ha
Total charge = -1

No. 2
ORCA calculation (ωB97M-V with the def2-TZVPD basis set) on an isolated ion of composition C7H14N and charge +1.

Each line ends with the Mulliken charge.
Element x y z (Å)
H  2.155  -0.397  -1.906  0.299
C  2.088  0.136  -0.847  -1.363
H  3.084  0.475  -0.520  0.420
C  -0.273  -1.051  -0.527  0.432
N  1.214  0.143  1.376  -0.223
H  -0.062  -1.521  -1.487  0.488
H  -0.847  -2.131  1.330  0.353
H  -1.730  0.161  1.618  0.226
H  -1.525  1.530  -2.232  0.280
H  0.342  0.637  1.667  0.286
C  -1.246  -1.672  0.462  -0.798
C  -1.083  1.477  -1.127  -0.678
C  -1.252  0.155  -0.506  -0.031
H  1.367  -0.690  2.059  0.397
C  1.145  -0.553  -0.008  -0.015
H  1.720  1.197  -1.124  0.317
C  -1.931  -0.331  0.656  -0.699
H  -1.717  -2.609  0.049  0.303
H  2.015  0.705  1.438  0.361
H  -1.539  2.335  -0.681  0.367
H  0.046  1.521  -1.305  -0.048
H  -2.988  -0.362  0.505  0.326

Calculated values
LUMO level (spin up / spin down) = -4.49 / -3.54 eV
Highest occupied orbital energy (spin up / spin down) = -11.40 / -12.52 eV
Energy above the lowest of the compared OMol25 structures with the same formula, charge and spin = 108.40 kcal/mol
Kohn-Sham gap (spin up / spin down) = 0.25377 / 0.33034 Ha
Total charge = +1

No. 3
ORCA calculation (ωB97M-V with the def2-TZVPD basis set) on an isolated ion of composition C7H14N and charge +1.

Each line ends with the Mulliken charge.
Element x y z (Å)
H  -0.827  -1.759  -1.474  0.223
C  1.899  -0.957  -0.866  -1.044
H  0.775  -0.838  1.981  0.343
H  2.744  -1.550  -0.699  0.341
H  -3.149  -0.072  -0.431  0.239
H  0.179  0.988  -1.073  0.456
C  -2.256  -0.039  -1.092  -0.414
H  1.938  0.563  1.949  0.319
H  -2.018  -2.136  -0.268  0.207
H  1.493  -0.831  -1.884  0.246
C  1.664  -0.392  1.569  -1.278
H  -1.063  2.213  0.524  0.359
H  -2.200  0.588  -1.957  0.313
H  -1.383  -0.191  0.986  0.514
N  0.123  0.629  -0.078  0.255
C  -1.145  -0.084  -0.062  -0.453
C  -1.538  -1.283  -0.848  -0.560
H  0.370  1.923  1.522  0.398
H  2.557  -1.099  1.679  0.386
C  0.030  1.988  0.572  -0.899
H  0.481  2.678  -0.144  0.307
C  1.327  -0.338  0.095  0.742

Calculated values
LUMO level = -2.96 eV
Highest occupied orbital energy = -14.55 eV
Energy above the lowest of the compared OMol25 structures with the same formula, charge and spin = 56.79 kcal/mol
Kohn-Sham gap = 0.42588 Ha
Total charge = +1

No. 4
ORCA calculation (ωB97M-V with the def2-TZVPD basis set) on one molecule with the formula C7H14N2.

Each line ends with the Mulliken charge.
Element x y z (Å)
H  0.940  -1.135  -2.073  0.273
C  0.201  0.091  0.749  0.404
N  -0.043  1.806  -1.969  -0.665
H  -0.554  2.552  -2.460  0.270
H  1.779  -2.729  0.296  0.204
H  0.874  1.277  2.366  0.395
C  0.064  -1.355  -1.456  -1.431
H  -2.733  0.661  -0.395  0.318
C  -0.780  1.177  -1.144  0.480
C  0.035  1.252  1.665  -1.399
C  -0.104  -0.303  -0.441  0.513
H  -0.805  -1.431  -2.117  0.375
H  2.542  -2.535  1.864  0.322
C  -2.219  1.505  -0.862  -1.213
H  0.026  2.204  1.129  0.413
H  0.591  -1.469  2.412  0.186
H  -0.884  1.151  2.250  0.258
H  2.854  -1.343  0.599  0.240
C  2.078  -1.976  1.040  -0.799
N  0.989  -1.164  1.526  -0.272
H  -2.279  2.358  -0.181  0.291
H  0.176  -2.345  -1.007  0.408
H  -2.748  1.752  -1.790  0.430

Calculated values
LUMO level = 0.95 eV
Highest occupied orbital energy = -7.75 eV
Energy above the lowest of the compared OMol25 structures with the same formula, charge and spin = 75.76 kcal/mol
Kohn-Sham gap = 0.31964 Ha
Total charge = 0

No. 5
ORCA calculation (ωB97M-V with the def2-TZVPD basis set) on a 2-piece molecular cluster, C7H14N2 overall.

Each line ends with the Mulliken charge.
Element x y z (Å)
N  -0.561  1.034  0.754  -0.565
C  0.308  1.399  -0.171  -0.121
C  1.519  -1.366  0.593  -1.137
H  -1.496  0.143  -1.713  0.321
C  -1.739  -0.364  -0.784  -1.339
C  -2.613  0.059  1.546  -1.223
C  -1.649  0.320  0.422  0.917
H  -2.454  0.746  2.375  0.372
H  -3.647  0.173  1.217  0.344
H  2.941  -0.812  -1.734  0.301
H  1.476  -0.332  -2.743  0.284
N  1.438  2.055  0.249  -0.364
H  -2.485  -0.955  1.925  0.257
H  2.134  -0.654  1.146  0.247
H  -2.557  -1.056  -0.930  0.381
H  0.642  -1.552  1.217  0.253
C  1.868  -0.661  -1.787  -0.898
H  2.109  2.343  -0.446  0.245
H  -0.153  -0.877  -0.882  -0.045
H  1.739  1.832  1.186  0.279
C  1.085  -0.800  -0.722  0.670
H  2.077  -2.298  0.481  0.400
H  0.019  1.623  -1.201  0.421

Calculated values
LUMO level (spin up / spin down) = 0.69 / 0.69 eV
Highest occupied orbital energy (spin up / spin down) = -7.61 / -7.61 eV
Energy above the lowest of the compared OMol25 structures with the same formula, charge and spin = 72.00 kcal/mol
Kohn-Sham gap (spin up / spin down) = 0.30507 / 0.30508 Ha
Total charge = 0

No. 6
ORCA calculation (ωB97M-V with the def2-TZVPD basis set) on a 2-piece molecular cluster, C7H14N2 overall.

Each line ends with the Mulliken charge.
Element x y z (Å)
H  -0.195  0.807  3.387  0.340
H  -1.287  -0.964  -1.430  0.401
N  -1.279  0.340  0.264  -0.547
C  1.601  0.501  -3.109  -1.013
H  0.743  -0.140  -3.259  0.209
H  2.278  0.203  -3.917  0.323
C  1.921  1.339  -0.742  -1.298
H  0.849  1.540  -0.709  0.344
C  2.192  0.181  -1.721  -0.217
H  1.745  -0.736  -1.337  0.252
C  -1.328  -0.786  -0.367  -0.279
N  -1.140  -1.838  0.486  -0.066
H  -1.797  1.442  3.087  0.291
C  -0.996  -1.309  1.737  -0.600
H  -0.400  1.969  2.115  0.282
H  1.434  1.561  -3.264  0.326
C  -0.871  1.115  2.599  -1.123
H  -1.321  -2.777  0.170  0.201
H  -0.987  -1.923  2.630  0.393
H  3.265  -0.009  -1.700  0.339
H  2.077  1.033  0.295  0.319
C  -1.101  0.038  1.596  0.700
H  2.576  2.168  -0.975  0.421

Calculated values
LUMO level = 0.87 eV
Highest occupied orbital energy = -8.69 eV
Energy above the lowest of the compared OMol25 structures with the same formula, charge and spin = 8.30 kcal/mol
Kohn-Sham gap = 0.35136 Ha
Total charge = 0

No. 7
ORCA calculation (ωB97M-V with the def2-TZVPD basis set) on one molecule with the formula C7H14N2O2.

Each line ends with the Mulliken charge.
Element x y z (Å)
H  -0.953  -2.791  -0.406  0.327
H  1.212  -2.719  -1.587  0.344
C  1.806  -2.035  -1.143  -1.201
C  1.037  0.271  -1.200  0.395
C  0.449  2.625  -0.187  -1.889
H  2.549  -1.669  -1.713  0.456
H  0.129  0.357  2.504  0.428
H  -1.605  1.578  1.857  0.505
C  -1.681  0.571  1.420  -1.643
H  -0.787  1.346  -1.214  0.522
H  -1.900  -1.877  0.788  0.366
H  -1.871  -0.338  2.218  0.426
C  -1.308  -1.857  -0.040  -1.041
N  1.003  -0.963  -0.636  -0.053
H  2.246  -2.454  -0.296  0.428
H  -2.440  0.736  0.621  0.336
H  -1.823  -1.393  -0.846  0.361
C  -0.032  1.246  -0.517  0.113
C  -0.340  0.364  0.755  0.968
O  0.658  0.608  1.734  -0.592
H  0.992  2.977  -1.054  0.441
O  1.821  0.646  -2.049  -0.687
H  -0.312  3.178  0.152  0.512
N  -0.159  -1.043  0.279  -0.114
H  1.307  2.636  0.559  0.293

Calculated values
LUMO level = 0.74 eV
Highest occupied orbital energy = -8.16 eV
Energy above the lowest of the compared OMol25 structures with the same formula, charge and spin = 45.12 kcal/mol
Kohn-Sham gap = 0.32706 Ha
Total charge = 0

No. 8
ORCA calculation (ωB97M-V with the def2-TZVPD basis set) on an isolated ion of composition C7H14N2O2PS and charge +1.

Each line ends with the Mulliken charge.
Element x y z (Å)
C  -1.288  1.547  -2.507  -0.945
H  -1.824  0.548  -2.387  0.229
H  2.625  0.810  -2.158  0.485
O  0.749  2.641  -2.209  -0.514
H  2.369  0.976  -0.530  0.415
N  1.412  -1.752  -0.815  -0.501
H  -0.361  -1.433  4.141  0.398
H  0.325  1.250  2.077  0.477
P  -0.078  -0.927  -0.985  0.594
H  -1.148  1.648  -3.659  0.278
C  2.100  0.398  -1.304  -0.532
C  2.422  -0.977  -0.834  -0.132
H  -1.065  -1.339  -3.066  0.412
H  0.561  -1.130  1.980  0.440
H  -0.235  0.906  3.552  0.500
N  0.657  0.513  -1.356  0.160
C  -0.429  0.810  2.559  -1.554
H  -1.310  1.292  2.296  0.438
C  -1.073  -1.542  3.298  -1.185
H  -1.217  -2.664  3.007  0.316
O  -0.901  -1.632  -2.154  -0.524
H  -2.124  -1.043  3.396  0.304
H  3.432  -1.337  -0.870  0.427
C  -0.414  -0.735  2.136  0.168
C  0.095  1.673  -1.957  0.614
H  -1.880  2.407  -2.261  0.300
S  -1.399  -0.907  0.611  -0.070

Calculated values
LUMO level = -4.00 eV
Highest occupied orbital energy = -13.94 eV
Energy above the lowest of the compared OMol25 structures with the same formula, charge and spin = 0.00 kcal/mol
Kohn-Sham gap = 0.36542 Ha
Total charge = +1

What did the second record say?
ORCA calculation (ωB97M-V with the def2-TZVPD basis set) on an isolated ion of composition C7H14N and charge +1.

Each line ends with the Mulliken charge.
Element x y z (Å)
H  2.155  -0.397  -1.906  0.299
C  2.088  0.136  -0.847  -1.363
H  3.084  0.475  -0.520  0.420
C  -0.273  -1.051  -0.527  0.432
N  1.214  0.143  1.376  -0.223
H  -0.062  -1.521  -1.487  0.488
H  -0.847  -2.131  1.330  0.353
H  -1.730  0.161  1.618  0.226
H  -1.525  1.530  -2.232  0.280
H  0.342  0.637  1.667  0.286
C  -1.246  -1.672  0.462  -0.798
C  -1.083  1.477  -1.127  -0.678
C  -1.252  0.155  -0.506  -0.031
H  1.367  -0.690  2.059  0.397
C  1.145  -0.553  -0.008  -0.015
H  1.720  1.197  -1.124  0.317
C  -1.931  -0.331  0.656  -0.699
H  -1.717  -2.609  0.049  0.303
H  2.015  0.705  1.438  0.361
H  -1.539  2.335  -0.681  0.367
H  0.046  1.521  -1.305  -0.048
H  -2.988  -0.362  0.505  0.326

Calculated values
LUMO level (spin up / spin down) = -4.49 / -3.54 eV
Highest occupied orbital energy (spin up / spin down) = -11.40 / -12.52 eV
Energy above the lowest of the compared OMol25 structures with the same formula, charge and spin = 108.40 kcal/mol
Kohn-Sham gap (spin up / spin down) = 0.25377 / 0.33034 Ha
Total charge = +1

What did the eighth record say?
ORCA calculation (ωB97M-V with the def2-TZVPD basis set) on an isolated ion of composition C7H14N2O2PS and charge +1.

Each line ends with the Mulliken charge.
Element x y z (Å)
C  -1.288  1.547  -2.507  -0.945
H  -1.824  0.548  -2.387  0.229
H  2.625  0.810  -2.158  0.485
O  0.749  2.641  -2.209  -0.514
H  2.369  0.976  -0.530  0.415
N  1.412  -1.752  -0.815  -0.501
H  -0.361  -1.433  4.141  0.398
H  0.325  1.250  2.077  0.477
P  -0.078  -0.927  -0.985  0.594
H  -1.148  1.648  -3.659  0.278
C  2.100  0.398  -1.304  -0.532
C  2.422  -0.977  -0.834  -0.132
H  -1.065  -1.339  -3.066  0.412
H  0.561  -1.130  1.980  0.440
H  -0.235  0.906  3.552  0.500
N  0.657  0.513  -1.356  0.160
C  -0.429  0.810  2.559  -1.554
H  -1.310  1.292  2.296  0.438
C  -1.073  -1.542  3.298  -1.185
H  -1.217  -2.664  3.007  0.316
O  -0.901  -1.632  -2.154  -0.524
H  -2.124  -1.043  3.396  0.304
H  3.432  -1.337  -0.870  0.427
C  -0.414  -0.735  2.136  0.168
C  0.095  1.673  -1.957  0.614
H  -1.880  2.407  -2.261  0.300
S  -1.399  -0.907  0.611  -0.070

Calculated values
LUMO level = -4.00 eV
Highest occupied orbital energy = -13.94 eV
Energy above the lowest of the compared OMol25 structures with the same formula, charge and spin = 0.00 kcal/mol
Kohn-Sham gap = 0.36542 Ha
Total charge = +1